The following is a DFT calculation (the ωB97M-V functional and the def2-TZVPD basis) of an isolated ion of composition C7H6F3N2O and charge +1 at a distorted geometry.

The geometry in XYZ format:
```
19
Properties=species:S:1:pos:R:3:forces:R:3
C 0.42820 1.54220 0.36072 -0.3 1.1 0.1
N -0.45907 0.65451 0.34748 -0.2 0.2 0.3
C -0.83173 -0.53444 0.10189 0.3 -1.1 -0.2
C 0.12101 -1.58142 0.24087 -1.1 -0.6 -0.5
N 1.34831 -1.20359 0.31883 1.4 1.4 0.3
C 2.15178 -0.34345 0.49291 -0.2 -1.3 0.5
C 3.36645 0.28093 -0.10061 0.7 0.6 -1.0
F 3.51601 1.52014 0.36255 -0.2 -0.1 0.2
F 4.44477 -0.42496 0.16871 -0.3 -0.2 0.2
F 3.23147 0.37386 -1.43190 -0.1 -0.1 0.1
C -2.30098 -0.97619 -0.12891 0.1 0.7 0.1
C -3.25306 0.13891 -0.34656 -0.6 -0.1 -0.1
O -2.53343 -2.14241 -0.13548 0.1 -0.3 0.0
H 0.53378 2.16496 1.24492 0.0 0.0 0.1
H 0.91324 1.89491 -0.54867 0.2 -0.3 -0.2
H -0.19490 -2.60991 0.32091 0.0 0.0 0.2
H -3.11681 0.53361 -1.35547 0.1 0.0 -0.1
H -3.09434 0.95209 0.35755 0.0 0.0 0.1
H -4.27071 -0.23973 -0.26974 0.0 0.1 0.0
```
Forces are in eV/Å.

Results
Energy relative to the best compared isomer or geometry (same formula, charge and spin) (kJ/mol): 147.64
Net charge: +1
HOMO-LUMO gap (eV): 8.0
SMILES: C=N/C(=C\[N+]#CC(F)(F)F)C(C)=O

---

The following is a DFT calculation (the ωB97M-V functional and the def2-TZVPD basis) of a 2-piece molecular cluster, C4H13NOS overall at a distorted geometry.

The geometry in XYZ format:
```
20
Properties=species:S:1:pos:R:3:forces:R:3
C -1.58233 -1.74259 2.09679 0.1 1.3 -1.4
S -0.94794 -0.05908 2.36542 -0.3 0.6 1.3
C 0.22788 0.36820 1.09454 0.9 0.3 2.5
C -0.20297 1.27486 0.02973 -3.0 -1.5 -1.5
C 0.96946 1.55573 -0.84685 2.3 0.3 1.1
N 1.41030 0.42233 -1.67869 -0.9 -2.4 3.3
H -1.41658 -2.35621 2.92247 0.6 -0.8 1.5
H -1.13483 -2.23512 1.22101 -0.6 0.4 0.0
H -2.63748 -1.50656 2.08108 -0.3 -0.8 -0.7
H 0.64893 -0.58726 0.91136 0.6 -0.8 -1.3
H 1.02811 0.94132 1.57007 0.2 -0.4 0.7
H -0.57909 2.25692 0.45103 0.1 -1.3 -0.4
H -1.05304 0.61473 -0.47598 1.3 2.2 0.3
H 0.75367 2.43626 -1.39689 -0.1 0.5 -1.3
H 1.80945 1.90905 -0.12452 -1.0 -0.5 -1.0
H 2.08256 0.60061 -2.35959 1.3 0.6 -1.1
H 1.74289 -0.44019 -1.07000 -0.7 2.7 -1.6
O -0.76219 -1.08698 -2.27842 -1.0 1.0 0.6
H -0.31751 -1.86338 -2.53956 0.6 -1.5 -0.6
H -0.03930 -0.50264 -1.97302 0.0 0.1 -0.5
```
Forces are in eV/Å.

Results
Energy relative to the best compared isomer or geometry (same formula, charge and spin) (kJ/mol): 160.80
HOMO-LUMO gap (eV): 9.1
SMILES: CSCCCN.O